This record from the Open Molecules 2025 dataset describes C21H30N4O3 in the gas phase in a non-equilibrium geometry. The level of theory is wB97M-V/def2-TZVPD.

Geometry as XYZ:
```
58
Properties=species:S:1:pos:R:3:forces:R:3:mulliken_charge:R:1
C 0.5754 3.0892 -1.8043 0.063 0.104 0.238 -1.314
C 1.2998 3.0139 -0.4657 0.120 -0.202 -0.280 -0.472
C 2.2914 1.8539 -0.4219 -0.087 0.134 0.343 0.113
C 2.9400 1.7147 0.9680 -0.003 0.053 -0.225 -1.351
N 3.5045 0.4219 1.3092 0.053 -0.004 0.132 0.282
C 4.4024 -0.1174 0.3027 0.107 -0.185 0.291 -0.343
C 5.3854 -1.1256 0.9020 0.141 0.226 -0.239 -0.798
C 6.5894 -1.3814 -0.0047 -0.213 -0.206 0.039 -0.601
C 6.2149 -2.0729 -1.3107 0.165 0.147 0.132 -1.122
C 2.5585 -0.5296 1.8696 -0.066 0.200 -0.041 -1.702
C 1.4958 -0.9886 0.9204 0.519 -0.700 -0.223 0.863
C 1.4990 -1.9588 -0.0472 -0.008 0.418 0.552 -0.420
C 0.2683 -1.8537 -0.7258 -0.639 0.687 0.254 -0.795
C -0.4094 -0.8186 -0.1321 0.472 -1.000 -0.675 0.589
C -1.6915 -0.2158 -0.4904 -0.281 0.437 0.056 0.359
O -2.4272 -0.6813 -1.3481 0.189 -0.060 -0.118 -0.785
N -1.9712 0.9000 0.2301 -0.157 0.249 0.432 0.221
N -3.0542 1.7535 0.0232 0.542 0.123 -0.325 -0.804
C -4.4042 1.4623 0.2636 0.270 -0.132 0.132 0.450
O -5.1328 2.3565 0.6318 -0.247 0.148 0.021 -0.680
N -4.7306 0.1799 -0.0214 0.288 -0.305 -0.161 0.063
C -5.9821 -0.4281 0.0981 -0.365 -0.031 0.186 0.550
C -6.1319 -1.6982 -0.4561 0.050 0.097 0.002 -0.462
C -7.3362 -2.3657 -0.3494 -0.012 -0.006 0.004 -0.558
C -8.4031 -1.7785 0.3114 -0.144 -0.061 0.017 -0.462
C -8.2540 -0.5177 0.8630 -0.010 -0.117 -0.042 -0.582
C -7.0529 0.1609 0.7630 0.051 0.174 0.051 -0.394
O 0.3364 -0.3002 0.8789 -0.138 0.289 0.104 -0.365
H 0.0146 2.1748 -1.9894 -0.069 -0.089 -0.059 0.239
H 1.2877 3.2220 -2.6154 0.034 0.011 -0.135 0.378
H -0.1188 3.9262 -1.8190 -0.097 0.065 -0.098 0.389
H 0.5655 2.8886 0.3347 0.011 0.032 0.104 0.243
H 1.8300 3.9507 -0.2807 -0.036 0.063 0.104 0.380
H 1.7687 0.9352 -0.6874 -0.017 -0.081 -0.077 -0.005
H 3.0642 2.0103 -1.1770 0.018 -0.043 -0.074 0.440
H 2.1978 1.9524 1.7344 0.006 0.066 0.019 0.390
H 3.7465 2.4513 1.0552 -0.096 0.077 0.020 0.407
H 3.8570 -0.5758 -0.5356 0.049 0.117 -0.079 0.135
H 4.9742 0.7274 -0.0884 0.004 0.008 -0.098 0.533
H 4.8836 -2.0761 1.0925 -0.013 -0.094 0.087 0.221
H 5.7330 -0.7287 1.8576 -0.069 -0.021 0.061 0.349
H 7.0853 -0.4336 -0.2247 0.076 0.033 0.058 0.335
H 7.3024 -2.0089 0.5350 0.064 0.073 -0.003 0.342
H 7.1086 -2.2986 -1.8879 0.022 -0.055 -0.126 0.375
H 5.5713 -1.4408 -1.9168 -0.089 0.013 -0.130 0.293
H 5.6935 -3.0068 -1.1111 -0.081 -0.125 -0.024 0.275
H 3.1222 -1.3933 2.2248 -0.142 -0.004 0.028 0.512
H 2.0795 -0.0513 2.7286 0.029 -0.133 0.019 0.468
H 2.2816 -2.6626 -0.2429 0.228 -0.121 0.022 0.618
H -0.0819 -2.4427 -1.5478 -0.152 -0.082 -0.183 0.580
H -1.3579 1.1262 1.0044 -0.231 -0.065 -0.087 0.398
H -2.8308 2.7290 0.1750 -0.051 -0.245 -0.056 0.246
H -4.0486 -0.3412 -0.5752 -0.034 0.217 0.086 0.074
H -5.2976 -2.1511 -0.9727 0.091 -0.061 -0.055 0.377
H -7.4429 -3.3486 -0.7847 0.007 -0.069 -0.035 0.357
H -9.3445 -2.3010 0.3936 -0.073 -0.042 0.003 0.375
H -9.0819 -0.0530 1.3782 -0.056 0.045 0.042 0.366
H -6.9420 1.1454 1.1856 0.008 0.033 0.008 0.432
```
Positions in Å, forces in eV/Å.

Summary:
E_HOMO = -8.20 eV
E_LUMO = 0.42 eV
spin multiplicity = 1
structure (SMILES) = CCCCN(CCCC)Cc1ccc(C(=O)NNC(=O)Nc2ccccc2)o1
Kohn-Sham gap = 8.62 eV
energy above the lowest of the compared OMol25 structures with the same formula, charge and spin = 2.9524 eV

---

This record from the Open Molecules 2025 dataset describes a molecular structure, C16H9Cl5N5S4Y. The level of theory is wB97M-V/def2-TZVPD.

Geometry as XYZ:
```
40
Properties=species:S:1:pos:R:3:forces:R:3:mulliken_charge:R:1
Y -0.1558 0.2392 0.6070 -0.647 -0.516 0.069 0.851
Cl 3.4626 0.4965 0.8282 -0.149 0.154 -0.093 -0.164
C 2.7253 1.9889 0.2480 0.380 -0.023 0.067 0.980
C 1.3603 1.9949 0.0629 0.180 0.038 0.073 -1.319
C 0.8123 3.1838 -0.3663 -0.206 0.185 -0.067 1.075
Cl -0.9378 3.1935 -0.5627 0.223 -0.036 0.051 -0.246
C 1.5517 4.3327 -0.6192 -0.027 -0.056 -0.007 -0.721
Cl 0.7970 5.7771 -1.1616 0.016 -0.008 0.013 -0.172
C 2.9324 4.2780 -0.4160 0.052 0.089 -0.013 0.871
Cl 3.8923 5.6742 -0.7063 -0.012 -0.011 -0.005 -0.179
C 3.5370 3.0997 0.0273 -0.105 -0.047 -0.045 -0.582
Cl 5.2357 3.0362 0.2835 -0.003 0.001 0.007 -0.173
S -2.7217 0.4144 1.3091 0.030 -0.043 0.039 -0.391
C -3.0731 -1.1427 0.5860 -0.017 0.071 0.143 0.762
C -4.0083 -1.9634 1.3140 0.078 0.011 -0.224 -0.154
N -4.7436 -2.6288 1.8957 -0.010 0.014 0.082 -0.455
C -2.5392 -1.6202 -0.5688 0.041 -0.116 0.020 0.422
S -1.3343 -0.7916 -1.5488 0.123 -0.044 -0.238 -0.488
C -2.9234 -2.9230 -1.0455 0.062 0.166 0.177 -0.014
N -3.1708 -3.9786 -1.4314 0.003 -0.036 -0.055 -0.558
S 0.8234 -2.2028 1.6029 -0.102 -0.056 -0.230 -0.310
C 0.5523 -3.5681 0.6010 0.001 0.132 0.210 0.403
N 0.7562 -4.8087 1.0621 -0.008 0.142 0.005 -0.185
C 0.6455 -5.8086 0.0065 -0.048 -0.082 -0.020 -0.510
C 0.0115 -4.9904 -1.1366 -0.091 0.021 -0.098 -0.479
N 0.1488 -3.6156 -0.6554 0.306 0.190 0.038 0.152
H 1.1756 -4.9489 1.9636 -0.003 -0.089 -0.005 0.203
H 0.0010 -6.6302 0.3121 0.025 -0.014 0.005 0.323
H 1.6275 -6.2070 -0.2556 -0.006 0.029 -0.018 0.282
H -1.0428 -5.2287 -1.2743 -0.005 0.023 -0.009 0.279
H 0.5293 -5.1165 -2.0852 0.015 -0.030 0.022 0.322
H -0.0658 -2.7664 -1.1798 -0.178 -0.172 0.026 0.053
S 1.3120 1.3440 5.1989 0.010 0.094 0.152 -0.133
C -0.0327 0.2946 5.2743 -0.077 -0.131 -0.035 -0.278
C -0.4502 -0.0142 4.0245 -0.043 0.045 -0.017 -0.670
N 0.2768 0.5804 3.0173 0.125 0.161 0.128 0.176
C 1.2310 1.3296 3.5134 0.037 -0.049 -0.221 -0.142
H -0.4501 -0.0400 6.2080 0.024 0.002 0.025 0.447
H -1.2879 -0.6409 3.7608 -0.009 -0.011 0.036 0.390
H 1.9206 1.8874 2.8972 0.016 0.001 0.013 0.334
```
Positions in Å, forces in eV/Å.

Summary:
E_HOMO = -7.98 eV
E_LUMO = -0.14 eV
spin multiplicity = 1
Kohn-Sham gap = 7.85 eV
energy above the lowest of the compared OMol25 structures with the same formula, charge and spin = 0.0474 eV

---

> What is the spin multiplicity in the second record?

1

---

> Which value of E_LUMO does entry 1 give?

0.42 eV

---

> Which of these has the highest E_HOMO?

C16H9Cl5N5S4Y

---

> Among the records above, which one has the lowest E_HOMO?

C21H30N4O3